1) The following is a quantum chemistry calculation of a gas-phase ion, C6H6N (charge +1), from the OMol25 dataset.

Each line ends with the Mulliken charge.
Atoms and positions in Å:
C: -1.016 -0.897 -0.809  -0.07
C: -0.716 -0.129 -1.783  -0.28
C: 1.271 1.808 0.372  0.17
C: -0.417 -1.111 0.609  -0.62
C: 0.658 -0.172 0.739  0.40
C: 1.076 0.677 -0.412  -0.51
N: 0.360 1.194 1.025  -0.27
H: -1.993 -1.516 -0.947  0.35
H: -0.796 0.600 -2.633  0.37
H: 1.571 2.861 0.588  0.38
H: -1.328 -0.794 1.178  0.31
H: -0.223 -2.233 0.655  0.35
H: 1.554 -0.288 1.420  0.42

Summary:
HOMO (alpha / beta) ... -14.24 / -14.24 eV
Net charge ... +1



2) The following is a quantum chemistry calculation of a gas-phase ion, C6H6N (charge +1), from the OMol25 dataset.

Each line ends with the Mulliken charge.
Atoms and positions in Å:
C: 1.108 2.402 -0.006  -0.40
C: 0.423 1.416 0.019  0.03
N: -0.140 0.171 -0.062  0.14
C: -1.395 -0.011 0.101  0.77
C: -2.648 -0.161 -0.017  -0.83
C: 0.647 -0.992 0.007  0.19
C: 1.955 -1.170 -0.042  -0.77
H: 1.427 3.380 -0.044  0.46
H: -3.160 -0.039 -0.905  0.30
H: -3.457 -0.301 0.674  0.32
H: 0.106 -1.959 0.108  0.26
H: 2.336 -2.256 0.216  0.22
H: 2.798 -0.478 -0.050  0.31

Summary:
HOMO ... -14.66 eV
Net charge ... +1



3) The following is a quantum chemistry calculation of a gas-phase ion, C6H6N (charge +1), from the OMol25 dataset.

Each line ends with the Mulliken charge.
Atoms and positions in Å:
C: 1.191 -0.774 -0.909  0.36
C: 0.236 -0.208 -0.188  0.86
C: 2.176 -1.273 -1.527  -0.84
C: -1.713 -0.134 0.693  -0.42
C: 0.146 1.074 0.499  -0.42
C: -1.095 1.142 0.971  -0.50
N: -0.893 -0.836 -0.115  -0.27
H: 2.797 -1.033 -2.415  0.35
H: 2.787 -2.006 -1.037  0.27
H: -1.802 -0.610 1.582  0.34
H: -2.791 -0.239 0.263  0.36
H: 1.015 1.845 0.483  0.35
H: -1.524 1.869 1.522  0.56

Summary:
HOMO ... -14.90 eV
Net charge ... +1



The winner here is 3), beating the second structure by 21.9 kcal/mol.



1) The following is a quantum chemistry calculation of C10H15N5 in the gas phase, from the OMol25 dataset.

Each line ends with the Mulliken charge.
Atoms and positions in Å:
C: -1.103 1.437 2.984  -1.44
C: -2.026 1.545 1.644  0.51
C: -3.296 0.615 1.759  -1.31
C: -1.315 1.147 0.312  -1.16
C: -0.403 -0.217 0.262  -0.37
N: -0.363 -0.954 -0.972  -0.09
C: 0.846 -1.448 -1.299  0.15
N: 0.819 -2.820 -1.517  -0.69
C: 1.906 -3.289 -2.159  -0.16
N: 3.035 -2.514 -2.378  -0.67
C: 2.979 -1.249 -2.093  0.08
N: 3.955 -0.428 -2.253  -0.88
N: 3.478 0.796 -1.967  0.19
C: 2.133 0.716 -1.622  -0.44
C: 1.887 -0.673 -1.607  1.24
H: -1.288 0.520 3.549  0.34
H: -1.388 2.183 3.659  0.41
H: -0.072 1.496 2.779  0.38
H: -2.422 2.575 1.450  0.38
H: -2.891 -0.369 2.088  0.28
H: -4.092 0.984 2.425  0.37
H: -3.699 0.558 0.706  0.33
H: -2.132 1.022 -0.475  0.36
H: -0.821 2.014 -0.033  0.32
H: 0.654 0.185 0.522  0.29
H: -0.616 -0.869 1.149  0.25
H: -0.980 -1.757 -0.769  0.35
H: 1.901 -4.389 -2.509  0.32
H: 3.945 1.665 -2.177  0.23
H: 1.368 1.516 -1.455  0.40

Summary:
HOMO ... -8.36 eV



2) The following is a quantum chemistry calculation of 2 unconnected molecules or ions with the total composition C10H15N5, from the OMol25 dataset.

Each line ends with the Mulliken charge.
Atoms and positions in Å:
C: -0.896 -2.423 -0.131  0.11
C: -3.968 0.943 -0.818  -0.79
C: -4.454 -0.298 -0.160  -0.23
C: -2.654 1.033 -0.493  -0.18
C: 2.725 -0.203 -0.500  -0.63
C: 2.358 -0.098 0.899  -0.51
C: 1.504 -0.749 -1.299  -0.27
C: 1.040 0.776 1.053  -1.03
C: 0.292 0.177 -1.241  -1.03
C: -1.059 -0.368 0.714  0.69
N: -1.120 -3.453 -0.544  -0.60
N: -3.500 -0.894 0.530  -1.05
N: -2.403 -0.112 0.287  0.87
N: -0.039 0.414 0.169  0.14
N: -1.007 -0.580 2.112  -0.64
H: -4.567 1.694 -1.316  0.40
H: -5.500 -0.533 0.144  0.36
H: -1.816 1.552 -0.790  0.50
H: 3.140 0.817 -1.031  0.23
H: 3.567 -0.941 -0.559  0.34
H: 2.257 -1.066 1.485  0.27
H: 3.098 0.264 1.661  0.38
H: 1.721 -0.935 -2.402  0.34
H: 1.043 -1.663 -0.768  0.10
H: 0.613 0.634 2.074  0.54
H: 1.496 1.772 0.671  0.31
H: 0.299 1.113 -1.857  0.38
H: -0.578 -0.395 -1.783  0.44
H: -0.219 -1.175 2.519  0.25
H: -1.949 -0.812 2.372  0.28

Summary:
HOMO ... -9.20 eV



The winner here is 1), beating the second structure by 40.7 kcal/mol.



1) The following is a quantum chemistry calculation of 4 unconnected molecules or ions with the total composition C3H14O4, from the OMol25 dataset.

Each line ends with the Mulliken charge.
Atoms and positions in Å:
C: -0.226 2.797 -0.756  -1.11
C: -0.846 1.432 -0.773  -0.45
C: -0.504 0.403 0.332  0.08
O: -0.978 -0.893 -0.123  -0.56
H: -0.677 3.541 -0.097  0.33
H: -0.482 3.254 -1.725  0.34
H: 0.860 2.833 -0.741  0.27
H: -1.955 1.334 -0.736  0.30
H: -0.641 0.985 -1.756  0.30
H: 0.555 0.392 0.574  -0.23
H: -1.133 0.572 1.199  0.32
H: -1.456 -1.335 0.602  0.29
O: 0.546 -1.711 2.159  -0.62
H: -0.003 -1.600 1.362  0.36
H: 0.047 -2.258 2.775  0.30
O: 3.133 0.319 0.424  -0.65
H: 2.335 0.489 -0.088  0.42
H: 2.957 0.051 1.329  0.30
O: -0.418 -3.756 -1.603  -0.63
H: -0.372 -2.798 -1.618  0.34
H: -0.742 -4.050 -0.741  0.29

Summary:
HOMO ... -11.18 eV



2) The following is a quantum chemistry calculation of 4 unconnected molecules or ions with the total composition C3H14O4, from the OMol25 dataset.

Each line ends with the Mulliken charge.
Atoms and positions in Å:
C: 0.379 1.095 2.547  -1.31
C: -0.404 0.203 1.648  0.55
C: -1.264 1.019 0.620  -1.01
O: 0.562 -0.487 0.740  -0.55
H: -0.308 1.925 2.900  0.27
H: 0.913 0.789 3.325  0.50
H: 1.275 1.526 1.990  0.31
H: -1.089 -0.607 2.143  0.18
H: -1.771 1.947 1.078  0.31
H: -0.535 1.371 -0.202  0.16
H: -2.116 0.427 0.189  0.28
H: 1.141 -0.973 1.375  0.29
O: -1.687 -5.038 0.166  -0.62
H: -1.698 -4.749 1.076  0.31
H: -1.728 -4.282 -0.359  0.31
O: 3.031 1.290 -2.804  -0.61
H: 2.667 1.087 -3.634  0.31
H: 3.849 0.853 -2.845  0.30
O: -0.230 0.767 -3.666  -0.67
H: -1.250 0.903 -3.472  0.32
H: 0.263 0.933 -2.813  0.36

Summary:
HOMO ... -10.56 eV



The winner here is 1), beating the second structure by 12.0 kcal/mol.



1) The following is a quantum chemistry calculation of 2 unconnected molecules or ions with the total composition C12H16N2O, from the OMol25 dataset.

Each line ends with the Mulliken charge.
Atoms and positions in Å:
C: -3.645 2.247 -2.581  -1.19
C: -2.340 2.544 -1.897  0.39
C: -1.726 3.714 -1.576  -0.66
N: -0.395 3.490 -1.277  -0.04
C: -0.172 2.137 -1.192  -0.05
C: 0.935 1.431 -0.736  -0.93
C: 0.905 0.053 -0.807  -0.38
C: -0.265 -0.582 -1.245  -0.63
C: -1.403 0.118 -1.610  -0.47
C: -1.348 1.511 -1.659  1.16
H: -3.734 2.816 -3.501  0.27
H: -4.464 2.553 -1.918  0.32
H: -3.802 1.174 -2.649  0.28
H: -2.094 4.717 -1.722  0.39
H: 0.214 4.220 -0.956  0.19
H: 1.822 1.992 -0.467  0.34
H: 1.682 -0.580 -0.425  0.39
H: -0.341 -1.662 -1.307  0.37
H: -2.328 -0.413 -1.800  0.25
C: 2.245 -3.832 1.571  -1.08
C: 1.197 -2.913 2.222  -0.41
C: 1.762 -1.560 2.534  0.47
N: 2.252 -1.420 3.800  -0.39
O: 1.736 -0.632 1.751  -0.57
H: 3.285 -3.623 1.822  0.33
H: 2.291 -3.656 0.495  0.30
H: 2.002 -4.862 1.799  0.31
H: 0.319 -2.819 1.581  0.22
H: 0.733 -3.416 3.064  0.39
H: 2.396 -0.540 4.261  0.24
H: 2.280 -2.208 4.423  0.18

Summary:
HOMO ... -7.37 eV



2) The following is a quantum chemistry calculation of 2 unconnected molecules or ions with the total composition C12H16N2O, from the OMol25 dataset.

Each line ends with the Mulliken charge.
Atoms and positions in Å:
C: 3.247 0.116 1.985  -1.26
C: 1.860 0.638 1.715  -0.51
C: 1.331 0.232 0.391  0.87
C: 1.293 1.235 -0.631  -1.00
C: 1.001 0.888 -1.898  -0.50
C: 0.425 -0.303 -2.154  -0.32
C: 0.283 -1.261 -1.147  0.99
C: -0.177 -2.705 -1.471  -1.45
C: 0.728 -0.983 0.157  -0.57
H: 4.047 0.192 1.197  0.31
H: 3.352 -1.019 2.177  0.28
H: 3.655 0.610 2.792  0.44
H: 1.836 1.846 1.812  0.36
H: 1.112 0.232 2.478  0.23
H: 1.679 2.273 -0.406  0.24
H: 0.930 1.611 -2.700  0.32
H: 0.261 -0.490 -3.232  0.26
H: -1.194 -2.669 -1.104  0.33
H: 0.322 -3.526 -0.959  0.34
H: -0.277 -2.786 -2.575  0.33
H: 0.864 -1.784 0.880  0.33
O: -1.929 2.441 -1.015  -0.56
C: -2.381 1.532 -0.167  0.71
C: -3.521 0.744 -0.283  -0.57
C: -3.386 -0.201 0.677  -0.34
N: -2.355 0.092 1.444  0.11
N: -1.722 1.140 0.903  -0.52
H: -0.953 2.510 -0.835  0.35
H: -4.255 0.947 -1.146  0.28
H: -4.105 -1.133 0.887  0.29
H: -1.973 -0.418 2.229  0.22

Summary:
HOMO ... -8.62 eV



The winner here is 1), beating the second structure by 53.4 kcal/mol.



1) The following is a quantum chemistry calculation of C5H15NSi in the gas phase, from the OMol25 dataset.

Each line ends with the Mulliken charge.
Atoms and positions in Å:
C: 2.583 -1.207 0.608  -0.78
N: 1.212 -0.764 0.287  -0.03
Si: 0.457 0.338 -0.721  0.20
C: 1.242 2.107 -0.376  -1.20
C: -1.505 0.201 -0.323  0.32
C: -1.864 0.483 1.095  -1.46
C: -1.985 -1.185 -0.710  -1.47
H: 3.286 -1.229 -0.237  0.28
H: 2.943 -0.443 1.337  0.24
H: 2.523 -2.295 0.931  0.29
H: 0.510 -1.482 0.481  0.19
H: 0.514 0.036 -2.292  -0.16
H: 1.103 2.718 -1.197  0.36
H: 1.006 2.682 0.487  0.38
H: 2.265 1.910 -0.197  0.31
H: -1.991 0.935 -0.980  0.31
H: -1.443 -0.131 1.799  0.35
H: -1.710 1.522 1.406  0.36
H: -2.991 0.451 1.204  0.40
H: -1.540 -1.941 -0.116  0.36
H: -1.559 -1.320 -1.694  0.35
H: -3.056 -1.384 -0.790  0.39

Summary:
HOMO ... -9.01 eV



2) The following is a quantum chemistry calculation of a molecular structure, C5H15NSi, from the OMol25 dataset.

Each line ends with the Mulliken charge.
Atoms and positions in Å:
C: -3.258 -0.333 -0.332  -1.32
C: 1.536 -0.996 0.755  -1.45
C: 2.322 0.534 -1.044  -1.35
C: -1.789 -0.735 -0.767  -0.51
C: 1.228 -0.466 -0.630  0.55
N: -0.823 1.910 0.096  -0.60
Si: -0.425 0.461 -0.420  0.34
H: -3.512 0.605 -0.789  0.32
H: -3.979 -1.099 -0.584  0.39
H: -3.310 -0.279 0.668  0.40
H: 1.932 -0.151 1.366  0.31
H: 0.715 -1.407 1.237  0.44
H: 2.506 -1.665 0.814  0.30
H: 3.415 0.120 -1.023  0.33
H: 2.511 1.512 -0.402  0.28
H: 2.170 0.818 -2.122  0.35
H: -1.922 -1.072 -1.829  0.38
H: -1.493 -1.629 -0.166  0.32
H: 1.198 -1.255 -1.427  0.31
H: -0.232 2.720 0.023  0.21
H: 0.793 1.278 3.633  0.29
H: 0.417 1.129 2.944  -0.29

Summary:
HOMO ... -9.11 eV



The winner here is 1), beating the second structure by 46.8 kcal/mol.



1) The following is a quantum chemistry calculation of 2 unconnected molecules or ions with the total composition C2H3NO3S, from the OMol25 dataset.

Each line ends with the Mulliken charge.
Atoms and positions in Å:
C: 2.004 -1.258 0.078  0.68
C: -0.047 -0.020 0.044  -0.57
N: 4.129 -0.920 0.586  -0.35
O: 1.742 -2.414 -0.113  -0.38
O: 5.242 1.176 0.047  -0.49
O: 1.468 -0.091 0.184  -0.23
S: 4.189 0.251 -0.358  0.51
H: -0.401 -1.047 -0.015  0.33
H: -0.140 0.548 -0.929  0.24
H: -0.530 0.521 0.858  0.24

Summary:
HOMO (alpha / beta) ... -9.80 / -9.80 eV



2) The following is a quantum chemistry calculation of C2H3NO3S in the gas phase, from the OMol25 dataset.

Each line ends with the Mulliken charge.
Atoms and positions in Å:
O: -1.018 -1.553 -0.926  -0.50
C: -0.778 -0.736 -0.066  0.38
O: -1.446 -0.626 1.038  -0.44
C: 0.468 0.103 -0.035  0.39
S: 2.025 -0.332 0.111  -0.35
N: 0.193 1.369 0.001  -0.18
O: -1.165 1.844 -0.354  -0.41
H: -2.359 -0.982 0.642  0.38
H: 1.004 1.977 -0.372  0.29
H: -1.498 1.210 0.490  0.45

Summary:
HOMO ... -9.17 eV



3) The following is a quantum chemistry calculation of 2 unconnected molecules or ions with the total composition C2H3NO3S, from the OMol25 dataset.

Each line ends with the Mulliken charge.
Atoms and positions in Å:
O: 1.882 2.882 -2.783  -0.43
S: 2.985 2.155 -2.256  1.14
O: 3.824 2.743 -1.316  -0.42
O: 3.502 1.024 -2.951  -0.44
C: 0.162 -0.809 -1.128  -0.97
C: 0.850 0.372 -0.881  0.64
N: 1.500 1.252 -0.581  -0.43
H: 0.891 -1.720 -0.999  0.25
H: -0.310 -0.873 -2.020  0.34
H: -0.723 -0.902 -0.509  0.32

Summary:
HOMO ... -11.38 eV



The winner here is 3), beating the second structure by 29.2 kcal/mol.